(1)
# C5H6N2

A single C5H6N2 molecule (wB97M-V/def2-TZVPD, the OMol25 dataset).

Highest occupied orbital energy ... -9.1 eV
Energy ... -8255.962 eV
HOMO-LUMO gap ... 9.021 eV
E_LUMO ... -0.084 eV
Energy above the lowest of the compared OMol25 structures with the same formula, charge and spin ... 617.17 kJ/mol

Last column: Löwdin charge in e.
Atoms and positions in Å:
C: 1.5455 1.2958 -0.0137  -0.01
C: 2.8414 0.6508 -0.0767  -0.10
C: 0.3850 0.9194 -0.1274  -0.06
C: -1.7717 -0.4200 -0.1053  -0.13
C: -1.0912 0.9843 -0.1179  -0.26
N: 2.6838 -0.5316 -0.0276  -0.13
N: 2.1362 -1.6344 -0.0371  0.11
H: 1.9148 -1.9057 0.9672  0.10
H: -2.8306 -0.2438 -0.3904  0.07
H: -1.7789 -0.9347 0.9114  0.09
H: -1.1865 -1.0255 -0.8073  0.06
H: -1.4850 1.3294 0.8961  0.13
H: -1.3628 1.5158 -1.0713  0.13

---

(2)
# C40H39AsN4Pd

A molecular structure, C40H39AsN4Pd (wB97M-V/def2-TZVPD, the OMol25 dataset).

Highest occupied orbital energy (alpha / beta) ... 1.3 / 1.3 eV
Energy ... -112388.631 eV
HOMO-LUMO gap (alpha / beta) ... 3.152 / 3.187 eV
E_LUMO (alpha / beta) ... 4.477 / 4.476 eV
Charge ... -2

Last column: Löwdin charge in e.
Atoms and positions in Å:
Pd: 0.1600 -0.3961 0.8559  0.33
C: 1.6783 3.3228 0.2232  -0.21
C: 0.4646 3.1378 1.1433  -0.19
C: -0.8547 2.7961 0.4249  -0.23
N: -1.3396 1.5008 0.8514  0.01
C: -2.5828 1.1903 0.8432  -0.26
C: -3.6339 2.0414 0.2969  -0.08
C: -4.9769 2.0578 0.5565  -0.16
C: -5.7637 1.2612 1.4125  -0.19
C: -5.3111 0.1392 2.0919  -0.16
C: -4.0882 -0.5177 2.0789  -0.06
C: -2.8799 -0.2121 1.3609  -0.25
N: -1.9174 -1.0585 1.1718  -0.07
C: -1.9697 -2.4084 1.6943  -0.27
C: -1.5218 -2.5380 3.1680  -0.18
C: -0.6049 -1.4560 3.7391  -0.26
N: 0.5952 -1.1800 2.9622  0.00
C: 1.5145 -0.4464 3.5004  -0.26
C: 1.4462 0.0756 4.8608  -0.07
C: 2.4689 0.3554 5.7318  -0.17
C: 3.8577 0.3176 5.5388  -0.19
C: 4.4778 0.2120 4.2913  -0.17
C: 3.9564 0.1695 3.0148  -0.08
C: 2.5800 0.0829 2.5714  -0.26
N: 2.1682 0.3906 1.3815  -0.04
C: 3.0296 1.1241 0.4714  -0.25
C: 2.2210 2.0480 -0.4376  -0.21
H: 2.4844 3.7949 0.7980  0.10
H: 1.4186 4.0326 -0.5723  0.10
H: 0.3231 4.0439 1.7405  0.09
H: 0.6709 2.3310 1.8504  0.09
H: -0.7009 2.7554 -0.6609  0.10
H: -1.5936 3.5863 0.6065  0.10
H: -3.2771 2.7854 -0.4045  0.07
H: -5.5204 2.8399 0.0290  0.08
H: -6.8064 1.5322 1.5276  0.06
H: -6.0586 -0.3422 2.7202  0.08
H: -4.0415 -1.4224 2.6704  0.06
H: -1.2825 -2.9878 1.0800  0.08
H: -2.9638 -2.8619 1.5772  0.09
H: -1.0359 -3.5136 3.2739  0.10
H: -2.4020 -2.5586 3.8196  0.09
H: -0.3461 -1.7389 4.7659  0.10
H: -1.1863 -0.5271 3.8102  0.11
H: 0.4429 0.1856 5.2478  0.07
H: 2.1449 0.6326 6.7338  0.08
H: 4.4907 0.4508 6.4078  0.05
H: 5.5661 0.2215 4.3215  0.08
H: 4.6814 0.1846 2.2103  0.07
H: 3.5827 0.4237 -0.1657  0.10
H: 3.7691 1.7140 1.0296  0.10
H: 1.3857 1.4825 -0.8672  0.05
H: 2.8571 2.3219 -1.2862  0.10
C: -1.9952 -4.6615 -3.4646  -0.13
C: -2.5702 -3.8521 -2.4915  -0.10
C: -1.8571 -2.7770 -1.9712  -0.12
C: -0.5702 -2.4985 -2.4219  -0.34
C: 0.0014 -3.3103 -3.3918  -0.11
C: -0.7107 -4.3914 -3.9110  -0.12
As: 0.3711 -0.9663 -1.5956  1.28
C: 1.9750 -0.8618 -2.6678  -0.34
C: 3.1497 -1.5560 -2.4717  -0.12
C: 4.2764 -1.3000 -3.2663  -0.10
C: 4.1835 -0.2919 -4.2458  -0.12
C: 3.0268 0.4317 -4.4366  -0.04
C: 1.8666 0.1645 -3.6550  -0.20
C: 0.6112 0.8418 -3.7063  -0.21
C: 0.2340 1.8986 -4.5778  -0.04
C: -1.0256 2.4575 -4.4920  -0.12
C: -1.9668 2.0210 -3.5473  -0.09
C: -1.6040 0.9927 -2.6682  -0.10
C: -0.3537 0.4202 -2.7474  -0.30
H: -2.5496 -5.4990 -3.8727  0.08
H: -3.5710 -4.0568 -2.1297  0.09
H: -2.3007 -2.1569 -1.1970  0.08
H: 1.0026 -3.0917 -3.7462  0.09
H: -0.2569 -5.0169 -4.6719  0.09
H: 3.2091 -2.2966 -1.6798  0.10
H: 5.1971 -1.8486 -3.1175  0.08
H: 5.0523 -0.0658 -4.8560  0.08
H: 3.0045 1.2171 -5.1844  0.09
H: 0.9367 2.2675 -5.3177  0.09
H: -1.2895 3.2633 -5.1697  0.08
H: -2.9455 2.4780 -3.4835  0.09
H: -2.3073 0.6692 -1.9068  0.10

---

(3)
# C29H57Cl3GaN2O3PSi

A molecular structure, C29H57Cl3GaN2O3PSi (wB97M-V/def2-TZVPD, the OMol25 dataset).

Highest occupied orbital energy ... -7.2 eV
Energy ... -147236.937 eV
HOMO-LUMO gap ... 7.522 eV
E_LUMO ... 0.319 eV

Last column: Löwdin charge in e.
Atoms and positions in Å:
C: -3.5647 -1.5615 -2.2809  -0.04
C: -3.5462 -0.0890 -2.0447  -0.23
H: -4.5747 -1.9699 -2.1906  0.07
H: -2.9080 -2.0955 -1.5759  0.03
H: -3.1990 -1.7674 -3.2997  0.10
C: -4.6330 0.6910 -1.9261  -0.12
C: -6.0463 0.2210 -1.9971  -0.10
H: -4.5170 1.7754 -1.8393  0.10
H: -6.1509 -0.8650 -1.8817  0.06
H: -6.5010 0.4986 -2.9581  0.08
H: -6.6502 0.7040 -1.2157  0.07
Ga: -0.3782 -0.9746 0.0202  -0.26
Cl: 0.7806 -1.1500 -1.9084  0.23
Cl: -1.3400 -2.8716 0.4225  0.32
H: 4.6417 -0.5049 2.2821  0.10
H: 5.3872 -2.4516 0.9128  0.10
C: 3.7045 -1.0338 2.4993  -0.01
C: 4.4150 -2.9356 1.0621  -0.02
N: 3.4061 -1.9309 1.3843  -0.15
H: 2.8907 -0.3183 2.6290  0.09
C: 2.2471 -1.8945 0.7552  -0.26
O: 1.3481 -1.0274 1.0430  -0.11
H: 4.1268 -3.4565 0.1437  0.10
H: 2.1032 -2.6380 -0.0425  0.11
H: 3.8382 -1.6184 3.4189  0.10
H: 4.5109 -3.6724 1.8721  0.10
H: -3.8909 -1.0219 0.7748  0.09
H: -4.4742 1.7174 0.9778  0.09
C: -3.6370 -0.8683 1.8355  -0.03
C: -4.0998 1.5501 2.0000  -0.03
N: -3.1144 0.4770 2.0386  -0.15
H: -2.9107 -1.6197 2.1509  0.05
C: -1.8135 0.7586 2.1032  -0.24
O: -0.8740 -0.0407 1.8500  -0.06
H: -3.6416 2.4729 2.3711  0.09
H: -1.5967 1.8084 2.3853  0.14
H: -4.5592 -0.9533 2.4228  0.09
H: -4.9518 1.2790 2.6333  0.09
O: -1.6697 0.2822 -0.6303  -0.24
C: -2.1523 0.5102 -1.9159  -0.38
C: -2.3956 2.9241 -1.1980  -0.08
C: -2.0672 2.0088 -2.1992  -0.17
H: -2.6992 2.5330 -0.2229  0.09
C: -2.3742 4.2958 -1.4646  -0.10
H: -1.5254 -0.0166 -2.6513  0.09
C: -1.7002 2.4637 -3.4648  -0.03
H: -2.6701 4.9954 -0.6775  0.11
C: -2.0458 4.7523 -2.7428  -0.10
C: -1.6973 3.8322 -3.7424  -0.09
H: -1.4480 1.7198 -4.2320  0.13
H: -2.0822 5.8217 -2.9630  0.10
H: -1.4681 4.1724 -4.7521  0.10
Si: -0.6337 -6.3267 0.9677  0.09
Cl: -2.4108 -5.7897 0.0089  0.27
C: -0.7299 -5.8357 2.7691  -0.22
C: 0.8260 -5.6973 -0.0203  -0.22
C: -0.6598 -8.2077 0.9102  -0.23
H: -1.0438 -4.7944 2.9023  0.01
H: 0.2378 -5.9839 3.2687  0.03
H: -1.4580 -6.4890 3.2700  0.03
H: -1.4915 -8.5740 1.5299  0.03
H: 0.2744 -8.6460 1.2942  0.03
H: -0.8182 -8.5548 -0.1226  0.03
H: 0.7991 -4.6105 -0.1684  -0.02
H: 0.8384 -6.1861 -1.0072  0.04
H: 1.7690 -5.9634 0.4854  0.03
C: 3.9250 1.0786 -1.2096  -0.14
C: 3.4958 2.0997 -0.1457  -0.56
C: 4.3348 3.3713 -0.2454  -0.12
P: 1.6513 2.3044 -0.1959  1.09
C: 1.1091 2.9910 1.4511  -0.55
C: 2.1990 3.6548 2.2941  -0.12
C: -0.1147 3.8983 1.3388  -0.13
C: 1.2593 3.5521 -1.5392  -0.53
C: 1.7836 4.9839 -1.3611  -0.11
C: 1.6586 2.9788 -2.9118  -0.12
H: 4.0326 1.5448 -2.1989  0.07
H: 3.2065 0.2525 -1.2930  0.02
H: 4.9032 0.6663 -0.9258  0.07
H: 3.6723 1.6471 0.8478  0.08
H: 4.3637 3.7625 -1.2700  0.07
H: 4.0094 4.1692 0.4292  0.05
H: 5.3687 3.1206 0.0314  0.08
H: 0.7996 2.0514 1.9498  0.08
H: 2.5216 4.6162 1.8748  0.07
H: 1.7772 3.8675 3.2864  0.08
H: 3.0764 3.0133 2.4377  0.06
H: -0.8916 3.4624 0.6983  0.04
H: -0.5474 4.0522 2.3387  0.08
H: 0.1604 4.8823 0.9380  0.07
H: 0.1463 3.6024 -1.5095  0.07
H: 2.7976 5.1014 -1.7658  0.06
H: 1.1250 5.6535 -1.9365  0.08
H: 1.7618 5.3166 -0.3173  0.05
H: 1.3605 1.9255 -3.0077  0.06
H: 1.1372 3.5432 -3.6977  0.07
H: 2.7408 3.0697 -3.0871  0.06

---

Molar mass? In order: 94.12; 757.12; 716.93 g/mol.
Strongest force on any atom? In order: 2.47; 2.63; 2.17 eV Å⁻¹.